[1]
50
Properties=species:S:1:pos:R:3 method="wB97M-V/def2-TZVPD" charge=-1 e_above_lowest_kj_mol=239.3 homo_lumo_gap_ev=8.73 total_energy_ev=-35344.9570
O 1.782 3.657 1.936
H 1.928 4.037 1.065
H 1.386 2.799 1.786
O 4.422 1.645 -2.849
H 5.313 1.675 -3.169
H 3.995 0.807 -2.635
O -0.084 0.051 -2.692
H 0.215 -0.182 -1.625
H 0.480 -0.633 -3.070
O -2.823 -2.894 0.906
H -3.036 -2.266 1.607
H -2.773 -2.202 0.196
O -1.253 1.062 2.426
H -0.537 0.531 2.816
O -0.449 -1.618 2.174
H -1.116 -1.229 2.736
H -0.818 -2.126 1.445
O 1.749 1.872 -3.708
H 1.206 1.064 -3.583
H 2.467 1.636 -3.128
O 1.679 -0.086 1.282
H 2.392 -0.601 0.896
H -0.645 1.442 1.759
O -1.213 -4.861 -0.513
H -0.433 -4.335 -0.317
H -1.899 -4.485 0.049
O -2.198 2.306 -2.322
H -2.905 1.847 -1.872
H -1.451 1.730 -2.516
O -2.944 -1.216 3.442
H -2.849 -0.634 2.674
H -2.724 -0.571 4.123
O -1.742 -5.058 2.919
H -1.786 -5.210 1.970
H -1.840 -4.109 2.964
O -2.570 -0.706 -0.653
H -1.999 -0.988 -1.383
H -1.969 -0.323 -0.003
O -0.422 2.938 0.616
H -0.694 3.849 0.775
H -1.266 2.482 0.569
O 0.103 -1.073 -0.547
H 0.455 -1.887 -0.917
H 0.896 -0.588 1.007
O 2.096 4.429 -1.522
H 1.148 4.574 -1.447
H 2.175 3.502 -1.770
O 3.810 -0.152 -0.937
H 2.834 -0.107 -0.911
H 3.912 0.209 -0.049


[2]
50
Properties=species:S:1:pos:R:3 method="wB97M-V/def2-TZVPD" charge=-1 e_above_lowest_kj_mol=676.9 homo_lumo_gap_ev=7.88 total_energy_ev=-35340.4212
O -0.264 -1.999 -0.123
H -0.822 -1.290 0.238
H -0.464 -2.926 -0.225
O 1.253 -1.421 -3.249
H 0.787 -0.695 -2.669
H 1.846 -2.074 -2.846
O 1.752 1.604 1.261
H 1.697 0.654 1.598
H 1.185 1.692 0.467
O 3.691 0.179 4.550
H 3.396 -0.114 3.714
H 3.119 -0.458 5.053
O 3.141 -2.889 -0.421
H 2.135 -2.538 -0.436
O 0.229 1.148 -0.846
H -1.684 3.802 0.259
H -0.362 1.750 -0.653
O -1.747 -0.547 4.180
H -1.511 -1.113 3.402
H -1.610 0.243 4.058
O 2.251 5.112 -0.149
H 1.911 5.268 -1.034
H 3.664 -2.944 0.386
O -3.427 3.849 -2.467
H -3.411 4.031 -1.435
H -2.619 4.266 -2.922
O -0.041 4.052 -3.839
H 0.370 3.467 -3.184
H 0.693 4.724 -3.888
O 0.608 -1.233 4.777
H -0.193 -0.951 5.195
H 0.296 -1.744 3.976
O 0.200 -0.657 2.173
H -0.433 -0.228 1.635
H 0.619 -1.278 1.590
O -1.663 0.197 0.672
H -2.291 0.596 1.204
H -0.009 0.262 -0.242
O -1.656 -1.273 -3.321
H -1.852 -2.195 -3.203
H -1.091 -0.960 -2.618
O -0.701 3.597 0.121
H -0.547 3.973 1.037
H 2.253 4.156 0.145
O -0.843 -4.777 -3.510
H -1.074 -5.019 -2.582
H 0.149 -4.834 -3.465
O -1.892 -4.187 -1.007
H -2.173 -3.903 0.028
H -2.866 -4.375 -1.384


[3]
50
Properties=species:S:1:pos:R:3 method="wB97M-V/def2-TZVPD" charge=-1 e_above_lowest_kj_mol=374.2 homo_lumo_gap_ev=8.78 total_energy_ev=-35343.5592
O 2.950 4.882 2.003
H 2.328 4.395 1.412
H 2.420 5.182 2.739
O 2.316 -2.513 -2.733
H 1.568 -2.718 -3.300
H 2.163 -1.560 -2.715
O -0.188 0.269 -4.728
H -0.194 -0.655 -3.735
H -0.857 0.948 -4.629
O -5.256 -0.251 2.360
H -5.058 -1.141 2.003
H -6.142 -0.261 1.982
O -0.498 -3.542 -0.575
H 0.185 -2.904 -0.975
O 4.410 -3.222 3.020
H 4.087 -3.918 2.427
H 4.421 -2.347 2.602
O 1.493 1.128 -3.128
H 0.799 0.665 -3.876
H 2.135 0.435 -3.299
O 1.010 0.421 -0.523
H 0.826 -0.435 -0.992
H -0.475 -4.071 -1.393
O 1.718 -4.652 0.646
H 1.965 -3.699 0.565
H 0.805 -4.444 0.331
O -4.512 0.672 -0.962
H -4.886 0.020 -0.376
H -3.588 0.841 -0.758
O -4.158 3.075 2.890
H -3.711 2.273 2.661
H -4.455 3.788 2.345
O 0.999 0.956 4.075
H 1.126 1.651 3.408
H 0.192 0.578 3.700
O -5.443 3.059 0.129
H -5.718 2.324 0.672
H -4.881 2.745 -0.575
O -1.172 1.749 -0.716
H -0.229 1.654 -0.464
H -1.092 1.538 -1.710
O -0.219 -1.805 -3.401
H -0.268 -2.205 -4.273
H 0.969 0.830 -1.412
O 4.754 0.746 -2.105
H 3.785 0.806 -1.899
H 4.641 0.079 -2.800
O 3.256 -0.336 5.611
H 3.201 -1.192 5.191
H 2.478 0.162 5.278


[4]
50
Properties=species:S:1:pos:R:3 method="wB97M-V/def2-TZVPD" charge=-1 e_above_lowest_kj_mol=347.4 homo_lumo_gap_ev=9.51 total_energy_ev=-35343.8371
O -1.818 2.150 1.530
H -1.603 1.302 0.979
H -2.522 2.530 0.979
O 0.790 0.545 3.054
H 0.607 1.353 2.542
H 0.822 0.025 2.216
O 3.585 -1.116 0.215
H 2.727 -1.137 -0.266
H 4.178 -1.348 -0.486
O -2.372 -1.601 -2.833
H -1.375 -1.631 -2.931
H -2.390 -0.902 -2.177
O -1.479 -2.579 1.100
H -1.167 -2.817 0.212
O 1.169 1.933 -0.010
H 4.118 -2.457 4.126
H 1.344 1.075 -0.412
O 1.863 -0.334 -3.032
H 1.165 -0.565 -2.220
H 2.376 0.453 -3.047
O -1.571 -5.065 0.540
H -1.841 -4.247 0.042
H -1.217 -3.304 1.652
O 0.874 -0.766 -0.854
H 0.615 -1.672 -1.086
H -0.162 -0.079 -0.444
O 1.951 -1.907 -5.086
H 2.558 -2.524 -4.653
H 1.740 -1.260 -4.305
O 0.626 4.505 -1.303
H 0.313 3.630 -1.191
H 0.346 4.929 -0.507
O -4.780 1.466 -0.871
H -4.553 0.539 -0.788
H -4.818 1.677 0.080
O -1.188 0.135 0.072
H -1.302 -0.458 0.817
H 0.511 1.692 0.638
O -1.063 2.125 -1.459
H -1.759 2.554 -0.948
H -0.529 1.685 -0.781
O 3.717 -3.016 3.469
H 3.415 -2.557 2.693
H -0.677 -5.129 0.167
O 3.442 -0.313 4.891
H 3.548 0.264 4.094
H 3.080 0.287 5.567
O -3.537 4.107 0.056
H -3.455 3.320 -0.463
H -4.303 4.505 0.424


[5]
51
Properties=species:S:1:pos:R:3 method="wB97M-V/def2-TZVPD" e_above_lowest_kj_mol=451.1 homo_lumo_gap_ev=10.40 total_energy_ev=-35357.3361
O -3.085 2.777 -2.185
H -3.647 3.545 -2.331
H -2.221 3.162 -1.996
O -4.949 -0.789 -0.251
H -5.638 -0.853 0.418
H -5.291 0.049 -0.598
O 2.533 1.256 -1.811
H 2.545 1.458 -0.877
H 2.700 0.301 -1.973
O 2.123 -1.131 -0.799
H 2.141 -1.667 -0.001
H 1.269 -0.725 -0.981
O -4.043 1.467 1.435
H -3.499 0.682 1.570
H -3.621 2.051 2.077
O 0.891 5.322 -2.393
H 0.584 4.596 -1.857
H 1.625 5.079 -2.959
O 3.314 -3.479 0.783
H 4.071 -3.765 0.268
H 3.417 -3.837 1.664
O -0.727 -0.625 -2.558
H -0.687 -1.114 -3.373
H -0.716 0.327 -2.625
O -0.310 -2.122 2.931
H 0.093 -3.003 2.847
H -0.511 -1.999 1.994
O -3.672 -1.109 -3.103
H -3.147 -1.378 -2.342
H -4.346 -1.794 -3.136
O 0.134 -0.492 4.445
H 0.501 -1.297 4.803
H -0.344 -0.031 5.145
O 4.010 3.450 0.162
H 4.767 2.958 0.524
H 3.485 3.105 0.911
O -2.458 3.631 0.324
H -2.016 3.179 1.037
H -3.161 3.011 0.089
O 1.269 -5.090 1.041
H 0.982 -4.944 0.139
H 1.512 -5.973 1.279
O 0.239 2.183 1.672
H 0.828 2.543 1.011
H -0.658 2.490 1.602
O 3.429 0.583 1.846
H 3.649 0.685 2.784
H 2.499 0.386 2.001
O 1.793 -4.366 -2.937
H 1.134 -5.067 -2.996
H 1.211 -3.625 -2.719


[6]
51
Properties=species:S:1:pos:R:3 method="wB97M-V/def2-TZVPD" e_above_lowest_kj_mol=80.9 homo_lumo_gap_ev=10.10 total_energy_ev=-35361.1727
O 18.039 22.817 -3.950
H 18.528 23.385 -3.406
H 18.659 22.210 -4.360
O 20.243 26.792 -5.578
H 19.415 26.330 -5.374
H 20.746 26.806 -4.757
O 18.174 30.032 -1.285
H 18.578 29.613 -0.511
H 18.661 29.813 -2.059
O 18.036 26.396 -0.398
H 17.365 27.082 -0.662
H 18.881 26.704 -0.736
O 16.328 28.011 -1.509
H 16.039 27.758 -2.364
H 16.870 28.754 -1.688
O 18.225 26.496 -3.576
H 18.090 27.442 -3.680
H 17.467 26.000 -3.955
O 21.642 26.295 -3.316
H 22.370 25.805 -3.692
H 20.953 25.671 -3.019
O 19.784 24.529 -2.560
H 19.647 24.365 -1.656
H 19.223 25.289 -2.833
O 16.970 26.918 -6.661
H 17.295 26.200 -6.091
H 16.476 26.492 -7.339
O 16.576 24.592 -1.529
H 17.175 25.194 -1.132
H 16.930 23.677 -1.521
O 16.138 30.487 -3.094
H 16.224 29.660 -3.501
H 15.251 30.466 -2.622
O 20.387 27.511 -0.978
H 20.390 27.896 -1.906
H 20.906 28.178 -0.561
O 16.039 25.151 -4.268
H 16.005 24.264 -4.666
H 15.802 25.094 -3.354
O 17.851 28.762 -4.906
H 17.717 28.217 -5.712
H 17.805 29.630 -5.202
O 15.278 27.896 -4.086
H 14.715 27.251 -4.497
H 15.935 27.956 -4.747
O 18.303 24.509 -5.984
H 18.035 24.178 -6.891
H 17.967 23.925 -5.309
O 20.152 29.528 -3.245
H 19.918 29.352 -4.159
H 21.121 29.434 -3.249